Entry 1:
{"formula": "C3H7N", "method": "ωB97M-V/def2-TZVPD", "elements": ["N", "H", "H", "C", "H", "H", "C", "H", "H", "C", "H"], "coordinates": [[-0.097, -0.501, -0.500], [-0.530, -1.769, 1.085], [1.192, 1.211, -0.040], [0.509, 0.793, -0.788], [-1.716, 0.782, -1.119], [-1.185, 1.019, 0.611], [-0.921, 0.687, -0.396], [1.194, -1.715, 0.621], [0.807, 1.003, -1.812], [0.285, -1.123, 0.767], [0.461, -0.387, 1.570]], "homo_energy_ev": -9.172, "max_force_ha_per_bohr": 0.008, "lumo_ev": 1.291, "spin_multiplicity": 1, "smiles": "CN1CC1", "gap_ha": 0.3845}

=====

Entry 2:
{"formula": "C3HNO4", "method": "ωB97M-V/def2-TZVPD", "elements": ["N", "C", "O", "O", "H", "C", "O", "O", "C"], "coordinates": [[-1.383, 0.287, 0.001], [-0.509, 1.069, -0.722], [-0.817, 2.008, -1.352], [0.364, -1.035, 0.721], [-1.488, -1.327, 1.267], [-0.897, -0.685, 0.609], [0.872, 0.698, -0.626], [2.502, -0.669, 0.078], [1.356, -0.346, 0.025]], "homo_energy_ev": -12.042, "max_force_ha_per_bohr": 0.041, "lumo_ev": -0.261, "spin_multiplicity": 1, "smiles": "O=c1ncoc(=O)o1", "gap_ha": 0.4330}

=====

Entry 3:
{"formula": "C40H100N4O6S4", "method": "ωB97M-V/def2-TZVPD", "elements": ["O", "H", "H", "H", "H", "H", "N", "H", "H", "H", "C", "H", "H", "C", "N", "O", "C", "H", "H", "H", "H", "H", "C", "H", "H", "C", "H", "C", "H", "H", "H", "H", "C", "H", "N", "H", "C", "C", "H", "H", "S", "O", "C", "H", "H", "H", "H", "C", "H", "C", "H", "H", "H", "H", "C", "H", "H", "S", "H", "H", "H", "H", "H", "C", "H", "H", "C", "H", "C", "H", "C", "H", "S", "H", "O", "H", "C", "H", "H", "H", "H", "H", "H", "H", "H", "H", "C", "H", "O", "H", "H", "H", "H", "H", "H", "C", "H", "H", "C", "H", "C", "C", "C", "H", "C", "H", "C", "H", "H", "H", "H", "S", "C", "C", "C", "H", "C", "H", "C", "C", "H", "H", "H", "H", "H", "H", "H", "N", "H", "O", "H", "H", "C", "C", "C", "H", "H", "H", "H", "H", "H", "C", "H", "H", "C", "H", "C", "H", "H", "H", "H", "H", "C", "C"], "coordinates": [[-3.167, -4.114, -0.879], [-3.332, -2.350, -2.191], [2.345, -2.867, -4.114], [0.108, 0.932, 2.260], [0.263, -2.558, 2.887], [-2.494, 0.881, -4.916], [1.489, -4.058, 2.313], [-5.403, -0.678, -2.111], [-1.791, -3.621, 5.032], [2.936, -5.853, 3.549], [2.219, -2.448, -1.975], [2.372, -1.489, 2.753], [2.632, 3.772, 1.453], [0.228, 5.916, -1.122], [3.791, 2.291, -0.996], [-1.702, 3.157, -3.177], [-2.603, -1.559, -2.374], [-0.778, 7.241, 1.008], [-4.058, 3.257, -0.152], [-4.588, -0.645, -0.568], [2.633, -0.477, -5.221], [5.439, -0.116, -0.155], [-1.784, -1.498, 4.735], [1.904, 4.042, 2.963], [-0.587, 0.203, -6.552], [2.302, 2.067, -1.294], [5.010, 2.055, 0.656], [2.061, 5.789, 1.555], [0.813, 2.746, -2.728], [-4.130, -0.513, 6.352], [2.596, -1.940, 1.070], [3.118, -5.266, -2.794], [4.426, 0.045, 0.231], [2.659, 5.937, 0.580], [0.615, 5.874, 1.429], [2.058, 0.981, -1.232], [-4.530, -4.108, -0.400], [3.496, -4.302, -2.815], [-5.358, -5.252, 1.313], [0.795, 8.016, 0.993], [-2.086, 3.271, -4.625], [-5.361, 2.074, -2.649], [2.564, 4.476, 2.203], [-0.577, 8.622, 3.121], [4.224, -4.261, -3.559], [3.852, -0.552, -0.553], [-0.258, -5.189, 1.889], [-4.675, 2.387, -0.080], [4.468, -4.439, -0.807], [-0.723, 0.757, 2.942], [2.683, -1.505, -2.218], [-4.382, 1.835, 0.814], [0.033, 1.311, 4.906], [4.461, 0.831, -2.290], [-3.133, 1.790, -4.991], [-6.116, 0.117, -0.691], [-2.921, 0.151, 7.520], [-4.382, 1.497, -1.696], [1.198, -2.250, -1.634], [-0.785, 6.933, 3.466], [-1.861, -4.045, 0.606], [-5.076, -4.794, -0.965], [6.813, 2.214, -2.667], [0.824, -5.202, 1.770], [-1.301, -1.662, 3.709], [6.189, 3.366, -1.484], [-0.393, -0.718, -6.924], [3.007, -5.212, 5.161], [4.068, -3.670, -1.549], [4.305, 2.413, -3.022], [0.814, -2.800, 2.016], [-3.360, 1.993, -6.041], [-1.655, -1.483, -0.812], [0.798, -4.612, 4.240], [3.016, -2.985, -0.939], [-4.300, 4.203, -4.094], [2.966, -4.931, 4.108], [-2.746, -5.818, 1.922], [2.131, -5.454, 0.076], [4.295, -0.411, 1.163], [-2.917, -1.419, 4.491], [-3.162, 5.482, -4.563], [3.362, 1.901, 0.985], [0.079, 0.210, -0.452], [-1.521, -5.331, -0.554], [1.680, -3.126, 4.256], [-2.343, -4.816, 0.010], [-0.201, 6.975, -1.119], [-2.749, -1.357, 0.197], [-3.460, -6.592, 0.500], [0.834, 7.782, 3.518], [1.788, 0.260, -6.555], [2.470, 6.624, 2.166], [-3.692, 4.435, -5.793], [1.807, 2.631, -0.476], [-0.107, 7.649, 2.977], [-0.986, 5.085, 0.463], [-5.762, 2.503, -0.049], [-4.460, -4.658, 1.085], [1.240, -0.837, 1.412], [1.654, -4.125, 3.752], [0.151, 7.247, 1.541], [1.892, 2.645, -2.655], [1.304, 0.559, -4.782], [6.119, 2.316, -1.834], [-4.855, -3.112, -0.429], [-5.229, -0.104, -1.225], [-1.418, 1.007, -1.111], [-0.426, -0.011, -2.190], [0.137, -0.664, -7.862], [-4.122, 1.200, 6.743], [0.558, -1.532, -5.576], [-1.522, -2.734, 5.635], [-3.450, 0.296, 6.573], [1.096, -5.365, 0.300], [2.443, 3.619, -2.780], [-0.759, 0.109, -1.153], [0.679, -4.513, -0.286], [4.640, 1.902, -2.100], [1.699, -0.094, -5.502], [1.360, -3.958, -3.211], [-4.182, -3.839, 1.697], [0.178, -2.855, 1.156], [2.275, 1.922, -3.424], [-3.132, -0.730, -2.696], [-2.023, -2.720, 6.592], [0.501, 4.176, 0.192], [-1.347, -0.142, 5.256], [1.256, -6.060, 2.261], [-0.230, -1.416, -4.317], [0.578, -0.304, 4.467], [-0.437, -2.774, 5.827], [2.274, -3.362, -3.172], [-3.468, 4.480, -4.758], [-3.249, -5.616, 0.969], [-3.966, 1.898, -4.314], [-1.358, 1.594, 2.784], [6.605, 1.801, -1.026], [-1.231, -0.129, 2.512], [3.640, 4.675, 2.488], [-0.373, 5.404, -1.880], [1.836, -1.706, 1.830], [-2.070, -1.823, -3.286], [-2.072, 1.721, 5.714], [-2.492, 0.716, 5.457], [-3.011, 0.777, 4.499], [0.109, 5.194, 0.208], [-1.331, -1.293, -7.051], [4.855, -2.872, -1.806], [0.518, -6.214, -0.180], [3.802, -4.362, 3.757], [1.242, 6.072, -1.522], [4.092, 1.580, 0.246], [-0.263, 0.384, 4.462]], "homo_energy_ev": -7.882, "max_force_ha_per_bohr": 0.071, "lumo_ev": 0.203, "spin_multiplicity": 1, "gap_ha": 0.2971}

=====

Entry 4:
{"formula": "C40H33NO14", "method": "ωB97M-V/def2-TZVPD", "elements": ["H", "C", "H", "O", "H", "H", "C", "C", "O", "O", "C", "C", "C", "C", "C", "H", "H", "O", "C", "C", "C", "C", "C", "C", "C", "O", "C", "H", "H", "C", "H", "H", "O", "C", "C", "H", "C", "O", "O", "C", "O", "H", "N", "C", "H", "C", "H", "O", "H", "H", "H", "C", "C", "C", "C", "H", "H", "C", "C", "C", "H", "C", "C", "O", "H", "H", "O", "C", "H", "O", "H", "H", "H", "C", "C", "H", "H", "H", "C", "C", "O", "H", "C", "H", "H", "C", "C", "H"], "coordinates": [[-1.232, -1.764, -1.399], [-7.988, -0.336, 7.886], [-6.875, -0.659, 9.741], [1.944, -3.015, -0.618], [6.046, -3.399, 1.100], [-6.624, 1.022, 5.019], [3.686, -1.783, -1.612], [-6.724, 0.649, 6.031], [-2.112, 0.276, 2.463], [-1.707, -7.330, 2.353], [-7.876, 0.169, 6.501], [5.538, 1.065, -4.747], [2.137, 1.373, -4.128], [1.194, 2.649, -4.252], [-0.487, -5.842, 0.998], [-1.302, -1.001, 0.349], [3.629, -3.986, 1.097], [-5.141, 4.502, 3.510], [-3.140, 1.625, 4.094], [-2.772, -6.706, 0.350], [-2.722, -5.996, -0.777], [5.557, 1.779, -5.871], [-2.807, 1.247, 2.705], [1.578, 1.788, -6.379], [-5.623, 0.194, 8.260], [6.636, 0.450, -2.776], [3.128, -2.724, -0.618], [4.701, 0.433, -4.479], [1.399, 0.561, 0.918], [5.352, -2.986, 0.379], [-4.518, 3.780, 1.097], [0.318, -1.077, -0.539], [-4.460, 1.140, 6.445], [-0.437, -5.131, -0.130], [-3.350, 2.090, 1.618], [4.736, 1.766, -6.577], [-6.775, -0.286, 8.730], [-2.307, 0.737, -1.602], [1.457, 1.523, -7.587], [0.138, 2.271, 0.004], [7.095, -1.756, -0.610], [0.319, -5.837, 1.721], [-0.070, 1.582, -1.303], [-1.659, -6.683, 1.323], [0.114, 3.754, -5.945], [-4.112, 3.152, 1.880], [0.657, 4.520, -3.088], [6.732, 3.285, -7.244], [8.683, 3.299, -5.534], [0.969, 1.957, 2.091], [-3.095, 1.797, 0.606], [-3.903, 2.688, 4.357], [-1.105, 0.534, -1.228], [7.824, 1.952, -4.141], [-1.550, -5.155, -1.103], [-1.051, 2.252, -3.174], [5.412, -0.780, -2.326], [-5.511, 0.699, 6.875], [5.913, -2.045, -0.614], [0.826, 3.413, -2.881], [-4.158, 2.980, 5.365], [4.057, -3.300, 0.377], [6.713, 2.634, -6.217], [2.501, 1.128, -5.487], [-0.767, 2.916, 0.295], [-4.725, 0.237, 8.864], [-1.504, -4.508, -2.132], [-0.461, 2.660, -2.273], [-1.130, 3.466, -1.789], [-9.037, -0.776, 8.314], [-2.734, 0.998, 4.877], [0.414, -4.509, -0.383], [1.762, 3.344, -2.216], [-0.816, -0.971, -0.698], [7.845, 2.667, -5.266], [-3.622, -7.328, 0.604], [2.988, -1.372, -2.330], [-8.773, 0.126, 5.896], [0.800, 2.928, -5.586], [4.983, -1.467, -1.610], [2.425, 0.731, -3.081], [8.643, 1.964, -3.433], [0.591, 1.318, 1.206], [-0.286, 0.691, 1.624], [-3.529, -6.001, -1.500], [6.666, 1.100, -3.800], [-4.446, 3.531, 3.270], [1.006, 3.020, -0.155]], "homo_energy_ev": -9.580, "max_force_ha_per_bohr": 0.121, "lumo_ev": -1.889, "spin_multiplicity": 1, "smiles": "CCN(CCC1=CC(=O)OC1=O)C(C)=O.O=C1C=CC(=O)C=C1.O=C1C=CC(=O)C=C1.O=C1C=CC(=O)C=C1.O=C1C=CC(=O)C=C1.O=C1C=CC(=O)C=C1", "gap_ha": 0.2826}

=====

Entry 5:
{"formula": "C6H12O", "method": "ωB97M-V/def2-TZVPD", "elements": ["C", "C", "O", "H", "H", "H", "C", "H", "C", "H", "H", "H", "C", "H", "H", "C", "H", "H", "H"], "coordinates": [[-1.611, -0.779, -0.140], [-1.944, 0.221, -1.217], [0.399, 0.737, 0.447], [-1.791, 0.720, 1.460], [1.796, 1.735, -0.576], [3.668, 0.122, -0.217], [2.777, 0.083, 0.419], [2.979, 0.644, 1.335], [1.599, 0.691, -0.320], [-2.012, -1.785, -0.266], [-1.868, -0.991, 2.050], [-1.325, 1.114, -1.101], [-1.495, -0.315, 1.282], [1.409, 0.150, -1.259], [-0.363, -1.174, -0.192], [-0.046, -0.484, 0.877], [-1.775, -0.196, -2.213], [2.576, -0.958, 0.685], [-2.993, 0.532, -1.159]], "homo_energy_ev": -7.864, "max_force_ha_per_bohr": 0.007, "lumo_ev": 1.152, "spin_multiplicity": 1, "gap_ha": 0.3313}